Record 1
{
  "formula": "C48H81N4O2Sb2Si4SnTe",
  "method": "ωB97M-V/def2-TZVPD",
  "symbols": ["Sn", "C", "C", "C", "Sb", "C", "C", "C", "C", "C", "C", "C", "C", "C", "C", "C", "C", "Sb", "C", "C", "C", "C", "C", "C", "C", "C", "C", "C", "C", "C", "H", "H", "H", "H", "H", "H", "H", "H", "H", "H", "H", "H", "H", "H", "H", "H", "H", "H", "H", "H", "H", "H", "H", "H", "H", "H", "N", "C", "C", "C", "C", "N", "C", "N", "N", "C", "O", "O", "H", "H", "H", "H", "H", "H", "H", "H", "H", "H", "H", "H", "H", "H", "C", "Si", "C", "C", "C", "Si", "C", "C", "C", "H", "H", "H", "H", "H", "H", "H", "H", "H", "H", "H", "H", "H", "H", "H", "H", "H", "H", "H", "C", "Si", "C", "C", "C", "Te", "C", "Si", "C", "C", "C", "H", "H", "H", "H", "H", "H", "H", "H", "H", "H", "H", "H", "H", "H", "H", "H", "H", "H", "H", "H", "H", "H"],
  "positions_angstrom": [[0.139, 0.447, -0.106], [-2.694, 1.528, -3.057], [-2.581, 3.061, -3.091], [-1.240, 3.663, -2.660], [-0.607, 3.476, -0.632], [-2.081, 4.743, 0.280], [-2.931, 5.531, -0.491], [-3.839, 6.392, 0.113], [-3.904, 6.478, 1.496], [-3.047, 5.713, 2.274], [-2.142, 4.854, 1.667], [0.950, 4.924, -0.541], [1.470, 5.504, -1.694], [2.506, 6.424, -1.606], [3.034, 6.763, -0.367], [2.524, 6.184, 0.785], [1.488, 5.263, 0.697], [-4.167, 0.430, -1.856], [-4.383, 0.634, 0.298], [-5.703, 0.309, 0.633], [-6.136, 0.310, 1.948], [-5.247, 0.618, 2.970], [-3.930, 0.907, 2.658], [-3.504, 0.915, 1.332], [-5.639, 1.944, -2.237], [-5.919, 2.961, -1.326], [-6.860, 3.937, -1.628], [-7.530, 3.909, -2.843], [-7.251, 2.907, -3.762], [-6.311, 1.931, -3.457], [-1.720, 1.037, -2.994], [-3.147, 1.188, -3.993], [-3.429, 3.510, -2.569], [-2.684, 3.366, -4.137], [-1.238, 4.734, -2.879], [-0.434, 3.203, -3.227], [-2.894, 5.496, -1.572], [-4.495, 6.995, -0.502], [-4.614, 7.145, 1.967], [-3.082, 5.782, 3.353], [-1.477, 4.268, 2.291], [1.082, 5.228, -2.666], [2.904, 6.876, -2.505], [3.845, 7.477, -0.301], [2.928, 6.452, 1.753], [1.095, 4.818, 1.605], [-6.417, 0.071, -0.150], [-7.168, 0.073, 2.176], [-5.581, 0.633, 3.999], [-3.227, 1.150, 3.444], [-2.469, 1.153, 1.136], [-5.398, 3.008, -0.377], [-7.065, 4.722, -0.911], [-8.270, 4.665, -3.073], [-7.767, 2.883, -4.712], [-6.108, 1.151, -4.183], [2.429, 0.905, -0.459], [2.881, 0.738, -1.856], [4.344, 1.155, -2.013], [4.856, 1.426, -3.434], [4.441, 0.449, -4.532], [4.533, -0.959, -4.132], [3.526, -1.834, -4.157], [2.279, -1.441, -4.325], [3.815, -3.139, -3.994], [1.943, 1.618, -2.697], [1.592, 1.189, -3.823], [1.662, 2.708, -2.171], [2.454, 1.907, -0.262], [3.061, 0.441, 0.186], [2.735, -0.316, -2.101], [4.972, 0.395, -1.537], [4.481, 2.077, -1.442], [5.946, 1.474, -3.386], [4.518, 2.413, -3.757], [5.082, 0.593, -5.403], [3.420, 0.650, -4.838], [5.455, -1.327, -3.961], [1.975, -0.432, -4.181], [1.557, -2.143, -4.352], [4.763, -3.465, -3.956], [3.079, -3.818, -3.921], [0.203, -4.099, 4.375], [-0.908, -2.696, 3.807], [-0.493, -1.063, 4.644], [-2.649, -3.158, 4.291], [-0.788, -2.463, 1.913], [-1.757, -3.707, 0.828], [-3.583, -3.404, 1.128], [-1.409, -3.320, -0.971], [-1.430, -5.513, 1.205], [0.368, -4.018, 5.452], [1.179, -4.136, 3.893], [-0.285, -5.060, 4.196], [0.332, -1.143, 5.353], [-1.367, -0.713, 5.197], [-0.242, -0.291, 3.913], [-2.700, -3.195, 5.383], [-2.950, -4.135, 3.912], [-3.372, -2.419, 3.951], [-1.320, -1.522, 1.713], [-4.106, -3.355, 0.170], [-3.771, -2.464, 1.646], [-4.029, -4.207, 1.715], [-2.022, -2.470, -1.283], [-1.659, -4.167, -1.614], [-0.369, -3.046, -1.154], [-1.683, -5.750, 2.241], [-0.417, -5.865, 1.013], [-2.101, -6.096, 0.568], [4.850, -3.328, 3.215], [4.205, -1.583, 3.038], [4.944, -0.794, 1.505], [4.699, -0.631, 4.563], [2.319, -1.451, 2.970], [1.173, -1.949, 1.227], [1.902, -4.038, 1.279], [2.580, -4.916, -0.238], [2.505, -6.750, 0.104], [1.671, -4.557, -1.840], [4.366, -4.402, -0.515], [5.857, -3.280, 3.637], [4.919, -3.858, 2.266], [4.242, -3.926, 3.898], [6.027, -0.929, 1.489], [4.756, 0.283, 1.487], [4.545, -1.244, 0.590], [5.786, -0.598, 4.661], [4.302, -1.112, 5.460], [4.332, 0.397, 4.546], [2.058, -0.402, 3.126], [1.900, -2.013, 3.805], [1.087, -4.612, 1.717], [2.702, -4.029, 2.021], [1.481, -7.124, 0.037], [2.880, -6.982, 1.103], [3.108, -7.309, -0.615], [0.671, -4.994, -1.850], [2.228, -5.008, -2.666], [1.568, -3.483, -2.022], [5.032, -4.834, 0.233], [4.495, -3.316, -0.493], [4.707, -4.763, -1.489]],
  "homo_lumo_gap_ev": 5.654,
  "e_tot_ev": -118852.393,
  "charge": 1,
  "e_homo_ev": -7.8
}

***

Record 2
{
  "formula": "C48H84Cl8O27",
  "method": "ωB97M-V/def2-TZVPD",
  "symbols": ["C", "Cl", "Cl", "H", "H", "C", "Cl", "Cl", "H", "H", "C", "Cl", "Cl", "H", "H", "C", "Cl", "Cl", "H", "H", "O", "C", "O", "C", "C", "C", "H", "H", "H", "H", "H", "H", "O", "C", "O", "C", "C", "C", "H", "H", "H", "H", "H", "H", "O", "C", "O", "C", "C", "C", "H", "H", "H", "H", "H", "H", "O", "C", "O", "C", "C", "C", "H", "H", "H", "H", "H", "H", "O", "C", "O", "C", "C", "C", "H", "H", "H", "H", "H", "H", "O", "C", "O", "C", "C", "C", "H", "H", "H", "H", "H", "H", "C", "C", "O", "C", "O", "O", "C", "H", "H", "H", "H", "H", "H", "H", "H", "C", "C", "O", "C", "O", "O", "C", "H", "H", "H", "H", "H", "H", "H", "H", "C", "C", "O", "C", "O", "O", "C", "H", "H", "H", "H", "H", "H", "H", "H", "C", "C", "O", "C", "O", "O", "C", "H", "H", "H", "H", "H", "H", "H", "H", "C", "C", "O", "C", "O", "O", "C", "H", "H", "H", "H", "H", "H", "H", "H"],
  "positions_angstrom": [[2.345, -0.985, -4.914], [2.570, 0.745, -4.782], [1.695, -1.486, -6.522], [3.310, -1.473, -4.776], [1.614, -1.214, -4.138], [-3.456, -4.998, 5.059], [-4.871, -4.372, 5.953], [-2.952, -3.841, 3.779], [-2.628, -5.371, 5.662], [-3.836, -5.850, 4.495], [-0.937, -5.953, 1.358], [-1.803, -6.989, 2.464], [0.556, -5.362, 2.114], [-0.702, -6.593, 0.508], [-1.677, -5.228, 1.020], [0.689, -1.710, 3.689], [0.596, -2.944, 4.992], [0.446, -0.181, 4.436], [1.662, -1.638, 3.203], [-0.102, -1.965, 2.983], [0.851, -4.144, -4.199], [1.533, -4.355, -3.193], [2.888, -4.562, -3.219], [3.373, -4.449, -1.899], [2.311, -3.742, -1.108], [1.045, -4.209, -1.800], [4.326, -3.932, -1.787], [3.652, -5.378, -1.400], [2.403, -2.657, -1.164], [2.414, -4.088, -0.080], [0.208, -3.511, -1.801], [0.664, -5.208, -1.586], [4.071, 1.121, 5.554], [3.686, 1.320, 4.416], [3.896, 0.499, 3.379], [3.455, 1.090, 2.193], [2.511, 2.159, 2.609], [3.040, 2.607, 3.903], [2.924, 0.328, 1.623], [4.233, 1.529, 1.568], [1.467, 1.850, 2.663], [2.620, 2.972, 1.890], [2.323, 3.031, 4.605], [3.852, 3.325, 3.792], [0.010, 4.841, 1.652], [-1.047, 4.216, 1.801], [-1.949, 4.563, 2.729], [-3.040, 3.701, 2.841], [-2.624, 2.504, 2.019], [-1.543, 3.010, 1.063], [-3.884, 4.173, 2.339], [-3.249, 3.481, 3.888], [-3.508, 2.239, 1.439], [-2.254, 1.650, 2.586], [-1.977, 3.475, 0.178], [-0.731, 2.362, 0.732], [-5.439, 2.681, 5.142], [-5.374, 1.468, 4.906], [-5.051, 0.939, 3.664], [-5.106, -0.486, 3.719], [-5.215, -0.923, 5.128], [-5.673, 0.323, 5.880], [-4.251, -0.905, 3.188], [-6.057, -0.726, 3.243], [-4.236, -1.197, 5.521], [-5.998, -1.669, 5.263], [-5.191, 0.639, 6.805], [-6.750, 0.304, 6.046], [-3.220, -3.232, -5.063], [-2.626, -2.235, -4.610], [-3.261, -1.158, -4.183], [-2.403, -0.057, -3.924], [-1.141, -0.505, -4.630], [-1.173, -1.991, -4.437], [-2.180, 0.197, -2.888], [-2.808, 0.860, -4.353], [-0.318, -0.101, -4.040], [-1.004, -0.244, -5.679], [-0.800, -2.270, -3.451], [-0.759, -2.606, -5.236], [-2.395, -4.253, -1.772], [-3.151, -5.227, -1.887], [-3.455, -6.002, -0.798], [-4.430, -6.967, -1.121], [-4.944, -6.533, -2.475], [-3.876, -5.697, -3.102], [-5.258, -6.779, -0.438], [-4.057, -7.991, -1.162], [-5.873, -5.976, -2.348], [-5.289, -7.364, -3.090], [-4.197, -4.935, -3.812], [-3.080, -6.272, -3.577], [5.339, 2.769, -2.455], [6.302, 3.506, -1.574], [5.742, 4.755, -1.047], [5.241, 4.745, 0.196], [5.086, 3.815, 0.990], [4.889, 6.024, 0.420], [4.191, 6.343, 1.614], [5.066, 3.390, -3.308], [4.474, 2.516, -1.842], [5.746, 1.847, -2.869], [7.103, 3.824, -2.241], [6.815, 2.945, -0.793], [3.108, 6.230, 1.662], [4.429, 7.367, 1.902], [4.632, 5.817, 2.461], [-2.374, -2.128, 0.956], [-1.409, -1.651, -0.095], [-0.502, -0.603, 0.303], [0.348, -0.131, -0.604], [0.513, -0.549, -1.741], [1.017, 0.936, -0.072], [1.840, 1.744, -0.886], [-3.103, -1.358, 1.206], [-1.833, -2.448, 1.847], [-2.830, -3.015, 0.516], [-1.976, -1.305, -0.959], [-0.782, -2.523, -0.284], [2.839, 1.577, -0.483], [1.593, 2.802, -0.801], [1.888, 1.514, -1.951], [4.646, -3.848, 2.228], [5.408, -2.999, 1.249], [4.582, -1.955, 0.601], [5.105, -1.213, -0.452], [4.486, -0.254, -0.865], [6.308, -1.626, -0.895], [6.895, -0.981, -2.025], [5.328, -4.385, 2.887], [3.889, -4.491, 1.779], [3.965, -3.236, 2.819], [5.782, -3.677, 0.482], [6.190, -2.410, 1.729], [6.323, -1.147, -2.938], [7.924, -1.261, -2.252], [6.952, 0.107, -1.980], [-5.987, -2.912, -0.906], [-5.722, -2.123, -2.186], [-6.243, -0.815, -2.187], [-5.484, 0.148, -1.727], [-4.410, 0.020, -1.109], [-6.091, 1.354, -2.002], [-5.423, 2.538, -1.515], [-5.492, -3.880, -0.989], [-6.999, -3.088, -0.543], [-5.412, -2.359, -0.163], [-6.237, -2.642, -2.995], [-4.679, -2.129, -2.504], [-6.114, 3.377, -1.426], [-4.652, 2.809, -2.237], [-4.931, 2.380, -0.555], [0.628, 6.430, -1.486], [1.219, 7.002, -0.131], [2.457, 7.594, -0.480], [2.498, 8.883, -0.854], [1.558, 9.677, -0.851], [3.763, 9.131, -1.149], [4.115, 10.494, -1.319], [1.226, 5.571, -1.792], [0.576, 7.128, -2.321], [-0.348, 5.973, -1.322], [1.381, 6.236, 0.627], [0.569, 7.743, 0.334], [3.832, 11.044, -0.420], [3.601, 10.933, -2.174], [5.200, 10.588, -1.290]],
  "homo_lumo_gap_ev": 9.651,
  "e_tot_ev": -206600.371,
  "charge": 0,
  "e_homo_ev": -9.5
}

***

Question: Which of these has the lowest charge?
Answer: C48H84Cl8O27

***

Question: What is the charge in the second record?
Answer: 0

***

Question: charge of number 2 (C48H84Cl8O27)?
Answer: 0